1.
# C19H45Br3N2O10P2

A structure of composition C19H45Br3N2O10P2 at a distorted geometry (ωB97M-V with the def2-TZVPD basis set, the OMol25 dataset).

XYZ file:
```
81
Properties=species:S:1:pos:R:3
C 14.68 -33.65 18.90
O 15.07 -34.21 17.89
N 13.45 -33.76 19.45
C 13.06 -32.91 20.55
C 12.37 -34.50 18.85
H 15.30 -32.94 19.48
H 13.93 -32.58 21.13
H 12.25 -33.35 21.12
H 12.66 -31.92 20.24
H 11.84 -34.00 18.04
H 12.81 -35.38 18.37
H 11.64 -34.84 19.58
C 21.36 -27.57 23.35
O 22.19 -26.71 23.59
N 21.16 -28.19 22.17
C 20.10 -29.13 21.95
C 21.94 -27.88 20.97
H 20.66 -27.92 24.14
H 20.42 -30.06 21.49
H 19.32 -28.72 21.30
H 19.63 -29.34 22.91
H 22.43 -28.80 20.65
H 21.28 -27.47 20.21
H 22.65 -27.09 21.19
C 17.84 -32.58 22.06
Br 16.68 -34.09 22.38
Br 19.71 -33.03 21.92
Br 17.53 -31.16 23.39
H 17.52 -32.12 21.13
C 24.21 -26.42 16.14
C 24.02 -27.85 16.62
O 22.92 -27.94 17.54
P 21.41 -27.94 17.07
O 21.26 -28.23 15.64
O 20.73 -29.02 18.02
C 20.63 -30.35 17.51
C 19.66 -31.10 18.39
O 20.81 -26.61 17.63
C 19.88 -25.79 16.89
C 20.64 -24.71 16.09
H 23.26 -26.07 15.73
H 24.51 -25.84 17.02
H 25.00 -26.32 15.40
H 23.87 -28.55 15.79
H 24.89 -28.16 17.19
H 20.27 -30.30 16.48
H 21.61 -30.82 17.39
H 20.03 -31.08 19.41
H 18.65 -30.70 18.35
H 19.65 -32.15 18.08
H 19.37 -26.43 16.17
H 19.21 -25.28 17.57
H 20.02 -23.84 15.91
H 21.62 -24.48 16.52
H 20.91 -25.12 15.11
C 13.28 -27.24 18.68
C 12.96 -28.70 18.91
O 14.03 -29.47 19.49
P 15.48 -29.66 18.91
O 16.28 -30.68 19.60
O 15.19 -29.95 17.38
C 16.23 -30.48 16.53
C 17.20 -29.42 16.05
O 16.15 -28.22 18.90
C 17.31 -27.92 19.71
C 17.23 -26.50 20.23
H 13.67 -26.76 19.57
H 13.98 -27.18 17.86
H 12.40 -26.66 18.37
H 12.08 -28.87 19.52
H 12.68 -29.17 17.96
H 16.66 -31.39 16.96
H 15.73 -30.85 15.63
H 16.71 -28.58 15.56
H 17.70 -28.99 16.92
H 18.00 -29.82 15.43
H 17.40 -28.60 20.57
H 18.21 -28.11 19.11
H 16.39 -26.44 20.92
H 18.14 -26.31 20.81
H 17.12 -25.77 19.44
```

Values from the calculation:
Spin multiplicity = 1
Charge = 0
HOMO energy = -9.11 eV
Energy relative to the best compared isomer or geometry (same formula, charge and spin) = 0.00 kJ/mol

=====

2.
# C34H39N4O6

A cluster of 6 separate species, C34H39N4O6 in total at a distorted geometry (ωB97M-V with the def2-TZVPD basis set, the OMol25 dataset).

XYZ file:
```
83
Properties=species:S:1:pos:R:3
C -1.09 1.91 -1.66
C -2.21 1.14 -0.95
N -1.74 0.74 0.40
C -2.67 0.61 1.45
C -2.05 0.25 2.60
N -0.69 0.39 2.29
C -0.47 0.59 1.04
C 0.31 0.09 3.37
H -0.82 2.67 -1.00
H -1.34 2.36 -2.42
H -0.37 1.22 -1.93
H -2.56 0.26 -1.45
H -2.94 1.67 -0.63
H -3.58 0.85 1.25
H -2.30 -0.13 3.49
H 0.23 0.65 0.35
H -0.29 0.15 4.37
H 0.99 0.86 3.44
H 0.64 -0.81 3.44
N -1.25 -1.28 6.44
C -2.39 -0.47 6.40
C -3.51 -0.78 5.75
C -3.58 -2.04 5.16
C -2.52 -2.83 5.14
C -1.29 -2.45 5.75
H -2.27 0.26 7.19
H -4.27 -0.02 5.73
H -4.53 -2.52 4.75
H -2.76 -3.87 4.74
H -0.66 -3.18 5.85
N -2.63 0.45 -4.35
C -2.36 -0.77 -4.93
C -2.13 -0.89 -6.39
C -2.18 0.40 -7.06
C -2.40 1.57 -6.44
C -2.53 1.58 -5.02
H -2.57 -1.66 -4.39
H -2.03 -1.96 -7.02
H -2.25 0.28 -8.17
H -2.57 2.42 -6.94
H -2.81 2.39 -4.43
C 3.74 2.91 3.63
C 3.36 3.19 5.07
C 3.39 2.08 5.88
C 3.51 0.75 5.39
C 3.87 0.48 3.95
C 4.04 1.59 3.13
O 4.32 1.37 1.86
O 2.96 2.22 7.07
H 3.58 3.70 3.20
H 2.96 4.06 5.23
H 3.56 -0.06 5.93
H 3.90 -0.55 3.58
H 4.23 0.46 1.60
H 2.71 1.47 7.77
C 1.62 0.83 -6.35
C 1.41 0.48 -4.95
C 2.36 0.68 -3.98
C 3.65 1.13 -4.47
C 3.94 1.50 -5.76
C 2.94 1.32 -6.69
O 3.03 1.64 -8.00
O 2.22 0.37 -2.73
H 0.81 0.62 -7.23
H 0.72 -0.08 -4.59
H 4.39 0.98 -3.89
H 4.83 2.00 -6.06
H 3.85 1.74 -8.23
H 3.19 0.09 -2.28
C 0.40 -2.13 -0.85
C -0.81 -2.56 -1.61
C -1.92 -3.00 -1.02
C -1.86 -3.16 0.47
C -0.71 -2.91 1.22
C 0.45 -2.49 0.53
O 1.58 -2.13 1.21
O -3.10 -3.31 -1.64
H 1.17 -1.89 -1.44
H -0.82 -2.24 -2.69
H -2.91 -3.40 1.09
H -0.64 -2.86 2.21
H 2.37 -2.05 0.63
H -3.80 -2.89 -1.39
```

Values from the calculation:
Spin multiplicity = 1
Charge = +1
HOMO energy = -9.82 eV
Energy relative to the best compared isomer or geometry (same formula, charge and spin) = 1105.38 kJ/mol

=====

3.
# C5H38N2O14

A cluster of 14 separate species, C5H38N2O14 in total at a distorted geometry (ωB97M-V with the def2-TZVPD basis set, the OMol25 dataset).

XYZ file:
```
59
Properties=species:S:1:pos:R:3
O -1.18 -0.66 0.21
C -0.23 -0.26 0.88
N 0.12 1.01 0.58
C 1.39 1.57 1.19
C 1.09 2.98 1.86
C 0.39 -1.27 1.87
N 1.25 -1.96 0.98
C 1.07 -3.48 0.92
H -0.31 1.57 -0.20
H 1.69 0.93 2.00
H 2.11 1.54 0.24
H 2.05 3.39 2.23
H 0.55 3.64 1.22
H 0.26 2.88 2.63
H 0.95 -0.80 2.71
H -0.42 -2.07 2.03
H 2.32 -1.65 1.02
H 1.94 -3.90 0.64
H 0.73 -3.90 1.83
H 0.38 -3.74 0.09
H -3.21 -1.99 1.87
H -2.58 -0.93 1.20
O -3.21 -1.07 1.91
H 1.77 -1.85 -2.67
H 1.55 -1.29 -1.40
O 1.26 -1.04 -2.28
H 2.74 -0.14 -2.66
H 2.93 1.08 -3.42
O 3.51 0.41 -2.85
H 5.12 0.70 -1.70
H 3.99 1.61 -1.03
O 4.73 1.04 -0.84
H 4.69 -0.10 0.97
H 5.08 -0.99 2.17
O 4.34 -0.61 1.72
H -0.80 3.34 -3.05
H 0.64 3.25 -2.59
O 0.12 3.32 -3.45
H -0.72 -0.72 -2.06
H -1.00 -1.26 -3.53
O -1.38 -0.91 -2.74
H -2.02 -3.39 0.39
H -2.62 -4.51 1.15
O -2.45 -3.54 1.28
H -3.49 2.90 0.66
H -2.30 2.44 1.63
O -2.72 3.21 1.20
H -1.72 0.61 4.14
H -2.04 -0.49 3.04
O -1.35 0.04 3.56
H -2.39 2.67 -1.48
H -2.36 4.13 -1.02
O -1.87 3.44 -1.44
H -2.57 0.28 -2.18
H -2.69 0.54 -0.64
O -2.93 0.95 -1.50
H -1.84 -2.90 -2.15
H -1.20 -2.35 -1.03
O -1.52 -3.22 -1.33
```

Values from the calculation:
Spin multiplicity = 1
Charge = 0
HOMO energy = -9.16 eV
Energy relative to the best compared isomer or geometry (same formula, charge and spin) = 554.24 kJ/mol

=====

4.
# C39H57N4OS4SbSiTa

A structure of composition C39H57N4OS4SbSiTa at a distorted geometry (ωB97M-V with the def2-TZVPD basis set, the OMol25 dataset).

XYZ file:
```
108
Properties=species:S:1:pos:R:3
Ta -0.52 -0.88 -0.75
S -1.31 -5.35 -1.82
C -1.20 -3.76 -1.50
S -2.00 -2.95 -0.11
S -0.32 -2.59 -2.43
C -3.62 4.37 -4.25
Si -3.84 2.74 -3.27
C -5.48 2.66 -2.40
C -3.82 1.27 -4.50
C -2.25 2.61 -2.15
C -1.27 3.58 -2.17
C -0.01 3.40 -1.55
C 0.23 2.27 -0.87
N -0.76 1.33 -0.79
C -1.93 1.48 -1.33
S -2.87 -0.02 -1.20
H -4.10 4.24 -5.21
H -2.57 4.44 -4.51
H -3.91 5.31 -3.82
H -6.31 3.04 -3.05
H -5.58 3.24 -1.49
H -5.75 1.62 -2.25
H -4.68 1.15 -5.22
H -3.72 0.29 -4.05
H -2.88 1.43 -5.08
H -1.49 4.45 -2.80
H 0.71 4.25 -1.59
H 1.19 2.02 -0.43
C 1.90 -0.35 3.59
C 0.97 0.77 3.15
C 0.81 1.64 4.40
C 1.62 1.56 2.05
Sb -0.98 0.05 2.43
C -1.48 -1.56 3.78
C -0.70 -2.84 3.44
C -1.42 -1.26 5.26
C -2.97 -1.91 3.47
C -2.52 1.64 2.80
C -3.77 1.23 2.01
C -2.81 1.79 4.30
C -1.92 2.95 2.29
H 2.74 -0.03 4.20
H 2.41 -0.74 2.75
H 1.33 -1.04 4.16
H 1.70 2.20 4.64
H 0.52 1.02 5.26
H 0.04 2.44 4.22
H 2.60 1.75 2.44
H 1.08 2.51 1.82
H 1.69 0.89 1.17
H 0.31 -2.74 3.66
H -0.86 -3.09 2.39
H -1.09 -3.66 4.09
H -0.38 -1.00 5.57
H -1.69 -2.19 5.82
H -2.14 -0.46 5.49
H -3.14 -2.15 2.40
H -3.57 -1.07 3.77
H -3.44 -2.80 3.97
H -4.41 0.34 2.27
H -3.51 1.14 0.93
H -4.37 2.14 2.02
H -3.35 0.96 4.68
H -3.39 2.68 4.55
H -1.79 1.85 4.79
H -1.41 2.86 1.37
H -1.26 3.39 3.04
H -2.74 3.68 2.13
N 0.99 -0.21 -1.73
C 1.76 0.28 -2.62
C 1.48 0.04 -4.02
C 0.12 -0.15 -4.38
C -0.25 -0.57 -5.67
C 0.77 -0.72 -6.62
C 2.12 -0.55 -6.26
C 2.46 -0.12 -5.01
C 3.08 0.95 -2.25
C 3.55 1.89 -3.16
C 4.68 2.59 -2.82
C 5.49 2.20 -1.76
C 5.02 1.30 -0.88
C 3.70 0.72 -1.07
H -0.70 0.07 -3.69
H -1.29 -0.60 -5.97
H 0.49 -0.92 -7.66
H 2.91 -0.69 -6.98
H 3.46 0.04 -4.73
H 2.89 2.24 -3.99
H 4.93 3.36 -3.49
H 6.45 2.65 -1.52
H 5.59 1.04 -0.04
H 3.21 0.14 -0.24
N 0.95 -1.96 0.53
C 1.70 -2.83 0.73
N 2.51 -3.78 0.98
C 1.93 -5.09 1.15
C 2.75 -6.01 2.08
O 4.09 -5.90 1.70
C 4.62 -4.59 1.72
C 3.91 -3.81 0.62
H 1.75 -5.54 0.16
H 0.87 -5.03 1.54
H 2.44 -7.02 1.94
H 2.58 -5.71 3.10
H 5.68 -4.66 1.49
H 4.53 -4.16 2.76
H 3.94 -4.30 -0.36
H 4.25 -2.80 0.46
```

Values from the calculation:
Spin multiplicity = 1
Charge = +1
HOMO energy = -10.12 eV
Energy relative to the best compared isomer or geometry (same formula, charge and spin) = 0.00 kJ/mol

=====

Number 1: frontier orbital gap 0.331 Eh. Number 2: frontier orbital gap 0.274 Eh. Number 3: frontier orbital gap 0.331 Eh. Number 4: frontier orbital gap 0.239 Eh.